--- A ---
A cluster of 3 separate species, C5H12NS in total. Source: the Open Molecules 2025 dataset; level of theory: ωB97M-V/def2-TZVPD.

Values from the calculation:
- 2S+1 = 2
- total charge = -2
- gap between HOMO and LUMO (spin up / spin down) (eV) = 4.09 / 5.27

Atoms and positions in Å:
C -1.306 -1.127 -1.315
C -0.426 -0.932 -0.143
S 4.090 -0.167 0.408
C -1.749 -0.288 0.292
N -2.197 1.010 -0.219
C 0.652 0.115 -0.142
C -3.378 1.433 0.562
H -1.535 -0.348 -2.123
H -1.641 -2.131 -1.596
H 1.560 -0.319 -0.656
H 2.586 -0.724 -0.905
H -1.377 0.669 0.868
H -2.319 -1.053 0.851
H -0.201 -1.768 0.443
H 0.939 0.428 0.886
H 0.312 1.014 -0.688
H -4.295 0.742 0.424
H -3.176 1.434 1.661
H -3.681 2.457 0.316

***

--- B ---
The ion C5H12NS with charge -2. Source: the Open Molecules 2025 dataset; level of theory: ωB97M-V/def2-TZVPD.

Values from the calculation:
- 2S+1 = 2
- total charge = -2
- gap between HOMO and LUMO (spin up / spin down) (eV) = 2.12 / 6.13

Atoms and positions in Å:
C 0.006 0.029 -1.583
N -0.236 -0.641 -0.214
C -0.004 0.282 0.936
C 0.440 -0.314 2.294
S 1.388 0.983 3.349
C -1.229 1.113 1.018
C 0.535 -0.935 -2.597
H -0.982 0.542 -1.827
H 0.724 0.961 -1.447
H 0.368 -1.403 -0.153
H 0.949 0.858 0.865
H -0.401 -0.490 2.998
H 1.070 -1.109 1.956
H -2.074 0.341 1.196
H -1.558 1.467 0.019
H -1.111 1.820 1.772
H -0.163 -1.715 -2.938
H 0.892 -0.306 -3.453
H 1.387 -1.485 -2.191

***

Preferred: B; penalty for the next structure: 157.6 kcal/mol.